No. 1
228
Properties=species:S:1:pos:R:3:mulliken_charge:R:1 method="wB97M-V/def2-TZVPD" relative_energy_kcal_mol=91.2 lumo_ha=0.00570 gap_ev=8.851 molar_mass_da=1188.81 homo_energy_ev=-8.696
C -5.85077 -2.76341 -1.03683 -0.255
C -6.56523 -1.76987 -2.08929 -0.632
O -5.79688 -0.69521 -2.52419 -0.412
H -4.84029 -2.95177 -1.39953 -0.155
H -6.49192 -3.64050 -0.94875 0.387
H -5.89091 -2.33450 -0.03557 0.155
H -7.43531 -1.35141 -1.58338 0.323
H -7.08358 -2.33337 -2.86508 0.319
H -4.94771 -0.93775 -2.90061 0.341
C 0.28149 -5.95928 1.30044 -0.487
C 1.52980 -5.51507 0.56954 0.066
O 1.36681 -6.09180 -0.74726 -0.415
H -0.52214 -5.44086 0.77744 -0.100
H 0.29649 -5.72187 2.36416 0.337
H 0.12302 -7.02589 1.14131 0.305
H 2.46675 -5.93088 0.94013 0.446
H 1.63333 -4.43080 0.61127 -0.306
H 1.86313 -6.90809 -0.84171 0.232
C 4.90848 1.07934 5.21254 -0.633
C 5.80773 2.07379 5.99295 -0.610
O 5.24590 3.30660 5.87018 -0.321
H 3.96474 0.82996 5.69758 0.207
H 5.37785 0.10787 5.05743 0.522
H 4.75858 1.42537 4.18986 -0.023
H 6.84596 1.99235 5.67117 0.279
H 5.88548 1.88212 7.06314 0.446
H 5.49281 3.84752 6.62387 0.237
C -5.14470 -1.10227 4.99669 -1.051
C -6.25279 -0.22828 4.61844 -0.412
O -5.94241 0.45050 3.40842 -0.504
H -5.20560 -1.39712 6.04429 0.371
H -4.17701 -0.64561 4.78900 0.212
H -5.13247 -1.96633 4.33237 0.316
H -6.51754 0.41675 5.45626 0.322
H -7.27230 -0.61222 4.58279 0.526
H -6.68660 0.26539 2.83092 0.274
C 3.05542 -2.18860 1.40870 -0.527
C 3.11287 -0.96874 2.30691 -0.483
O 3.90423 0.08064 1.74786 -0.142
H 2.66932 -3.05743 1.94177 0.445
H 4.08980 -2.28282 1.07811 0.226
H 2.53136 -1.92473 0.49010 -0.085
H 3.51603 -1.25324 3.27882 0.444
H 2.10204 -0.59549 2.47128 0.114
H 4.78144 0.01850 2.13288 0.142
C 0.45329 1.35674 0.20346 -0.865
C -0.21253 -0.06797 0.10853 0.154
O -1.55024 0.18461 -0.37570 0.244
H 1.43661 1.23036 0.65646 0.078
H -0.02099 1.99359 0.95016 0.286
H 0.55170 1.77177 -0.79962 0.146
H -0.15347 -0.56939 1.07455 0.608
H 0.38485 -0.63944 -0.60186 -0.235
H -2.21580 0.53388 0.22149 -0.007
C -3.41449 -2.93718 2.52524 -0.073
C -3.24406 -4.21594 3.33879 -0.437
O -1.95538 -4.23534 4.03894 -0.552
H -2.61152 -2.66209 1.84137 0.294
H -3.58701 -2.11761 3.22285 -0.271
H -4.31488 -3.00422 1.91459 0.174
H -3.49214 -5.11696 2.77779 0.140
H -3.89522 -4.29955 4.20890 0.306
H -1.16059 -4.10648 3.51616 0.285
C -5.63631 -7.14994 -2.20296 -1.690
C -4.43463 -7.27687 -1.34329 1.343
C -3.94505 -6.04470 -0.57554 -0.386
O -3.51684 -5.09891 -1.52865 -0.343
C -2.61036 -4.07911 -1.11454 -0.280
N -4.62777 -8.47544 -0.53404 -0.784
H -5.94869 -8.14378 -2.52358 0.584
H -5.45975 -6.58099 -3.11577 0.275
H -6.53204 -6.89627 -1.63599 0.375
H -3.55908 -7.49299 -1.95551 -0.705
H -3.15285 -6.22881 0.15013 0.280
H -4.78670 -5.59148 -0.05177 0.139
H -3.01938 -3.56945 -0.24214 0.089
H -2.56099 -3.35283 -1.92583 0.128
H -1.59302 -4.42491 -0.93145 0.224
H -5.60723 -8.44738 -0.28915 0.316
H -4.18736 -8.25874 0.34866 0.290
C -2.95307 2.06327 4.91320 -1.013
C -3.92326 3.14499 4.48417 0.602
C -3.12082 4.49612 4.46745 -0.719
O -2.85389 5.07904 5.79943 -0.219
C -3.98037 5.77195 6.37645 -1.002
N -4.47120 2.80930 3.18933 -0.331
H -3.47704 1.18880 5.29900 0.231
H -2.17099 2.47226 5.55287 0.146
H -2.40937 1.83403 3.99672 0.215
H -4.58767 3.36855 5.31884 0.194
H -3.82272 5.18862 4.00284 0.710
H -2.28669 4.52977 3.76659 -0.326
H -4.67514 5.00593 6.72084 0.351
H -4.60748 6.29359 5.65345 0.359
H -3.77530 6.29558 7.31018 0.307
H -5.11533 3.54978 2.95083 0.253
H -5.02613 1.99390 3.40677 0.148
C 2.52051 -0.80105 -2.45331 -0.156
C 3.71330 -1.72826 -2.54147 0.853
C 3.56284 -2.81262 -3.64540 -0.445
O 4.48596 -3.92059 -3.48602 -0.475
C 3.96890 -5.10423 -4.08262 -0.608
N 4.93732 -1.05898 -2.80962 -0.539
H 2.42336 -0.11577 -1.61126 0.607
H 1.54884 -1.28238 -2.34243 0.040
H 2.30969 -0.31772 -3.40726 -0.792
H 3.80863 -2.33308 -1.63969 -0.048
H 3.70823 -2.36076 -4.62662 0.203
H 2.55844 -3.23562 -3.66346 0.081
H 4.78364 -5.82683 -4.12879 0.357
H 3.53065 -4.88873 -5.05709 0.370
H 3.18761 -5.63100 -3.53471 0.070
H 5.39183 -0.78528 -1.95020 0.191
H 5.51923 -1.79831 -3.17686 0.342
C 1.49015 5.89046 2.64687 -0.927
C 0.34973 6.73769 2.13102 0.442
C -0.44925 6.10180 0.98565 -1.000
O -1.34074 5.14049 1.52625 0.026
C -2.27190 4.59825 0.51907 -0.795
N -0.42544 6.98991 3.40130 -0.779
H 2.14216 6.50423 3.26838 0.338
H 2.01165 5.51609 1.76597 0.214
H 1.20251 5.12515 3.36775 -0.006
H 0.65351 7.76409 1.92530 0.359
H 0.19257 5.72681 0.18843 0.373
H -1.09628 6.89640 0.61408 0.461
H -2.74179 5.38317 -0.07356 0.472
H -3.14734 4.08526 0.91727 0.002
H -1.80217 3.87680 -0.14950 0.266
H -0.09151 6.26411 4.01920 0.308
H -1.36941 6.70577 3.18156 0.302
C 6.21599 1.03634 -7.20101 -1.496
C 5.01817 0.23900 -7.61648 1.041
C 3.74076 1.07580 -7.80303 -0.875
O 3.20516 1.85644 -6.66239 -0.406
C 2.87204 0.98212 -5.50693 -0.802
N 5.44109 -0.31115 -8.91671 -0.802
H 7.16765 0.51662 -7.09000 0.416
H 6.02710 1.51693 -6.24109 0.283
H 6.38452 1.80481 -7.95544 0.375
H 4.85298 -0.63018 -6.97983 -0.011
H 2.90062 0.47389 -8.14937 0.305
H 3.90925 1.84407 -8.55766 0.368
H 2.22555 0.12578 -5.69879 0.096
H 2.45193 1.60229 -4.71510 0.257
H 3.72255 0.53127 -4.99558 0.579
H 4.66894 -0.90091 -9.19252 0.286
H 6.18256 -0.92268 -8.60633 0.306
C 4.92331 5.38414 3.35406 -0.698
C 5.74883 4.61801 2.37901 0.582
C 4.99215 3.84682 1.19965 -0.560
O 5.93350 2.90633 0.50795 -0.479
C 5.26060 2.26686 -0.58236 -0.466
N 6.86871 5.30543 1.78541 -0.788
H 4.40069 6.27421 3.00374 0.429
H 5.52338 5.76827 4.17897 0.344
H 4.17491 4.69516 3.74562 -0.193
H 6.26763 3.84377 2.94425 -0.064
H 4.69227 4.57586 0.44688 0.380
H 4.18954 3.21924 1.58703 0.342
H 4.44274 1.73921 -0.09165 -0.020
H 5.84849 1.44212 -0.98522 0.228
H 5.00844 2.90918 -1.42612 0.386
H 6.65331 6.10939 1.21327 0.271
H 7.29282 4.68773 1.10815 0.276
C -3.16149 1.62800 -3.35678 -1.483
C -2.40053 0.43786 -4.03767 0.541
C -0.87521 0.48317 -3.93068 -0.539
O -0.09508 -0.36489 -4.81692 0.578
C -0.20383 -0.02457 -6.22362 -1.027
N -2.95461 -0.81095 -3.41223 -0.635
H -2.80236 1.74559 -2.33438 0.053
H -4.23184 1.42314 -3.37882 0.407
H -3.07612 2.62386 -3.79160 0.465
H -2.71815 0.34369 -5.07611 0.448
H -0.59232 0.12169 -2.94204 -0.152
H -0.42804 1.47498 -3.99733 0.210
H -1.21572 0.00374 -6.62782 0.340
H 0.42883 -0.65402 -6.84943 0.208
H 0.26017 0.96169 -6.23422 0.311
H -2.27766 -1.48230 -3.74559 -0.017
H -2.70794 -0.67448 -2.44236 0.197
C 1.81667 2.89510 5.44653 -0.866
C 0.88835 3.66233 6.32073 0.546
C 1.53901 4.51954 7.44884 -0.585
O 1.23801 3.83374 8.67293 -0.423
C 2.05168 2.61703 8.78435 -0.517
N -0.00092 4.57604 5.52846 -0.357
H 1.35526 2.67811 4.48315 0.359
H 1.88732 1.88884 5.85950 0.499
H 2.69053 3.49153 5.18432 -0.323
H 0.20863 2.99433 6.84975 0.255
H 0.97366 5.44229 7.57927 0.399
H 2.59633 4.73973 7.30157 0.155
H 3.09154 2.94032 8.83215 0.245
H 1.81899 1.92241 7.97723 0.193
H 1.71979 2.07635 9.67070 0.296
H -0.50924 3.95115 4.91917 -0.277
H -0.71485 4.92240 6.15331 0.284
C 0.42419 -4.33613 -5.11965 -0.815
C -0.66144 -5.04660 -6.01167 0.401
C -1.42413 -6.24252 -5.35584 -0.712
O -0.55113 -6.99708 -4.59327 -0.416
C -0.74551 -7.09387 -3.24109 -0.485
N -1.56615 -4.03758 -6.44743 -0.588
H 0.92424 -3.64338 -5.79651 0.239
H 1.13587 -4.98822 -4.61329 0.185
H -0.02421 -3.70320 -4.35386 0.116
H -0.17373 -5.57538 -6.83059 0.289
H -1.93508 -6.79633 -6.14346 0.383
H -2.24347 -5.91815 -4.71430 0.224
H -1.60913 -7.63774 -2.85842 0.501
H -0.92550 -6.10887 -2.81041 0.062
H 0.19880 -7.34332 -2.75719 0.209
H -2.29597 -4.36926 -7.06179 0.295
H -2.09858 -3.61332 -5.70136 0.123
C 1.09799 4.44066 -5.09042 -0.432
O 0.45851 3.63588 -6.05266 -0.459
H 0.99756 5.47576 -5.41690 0.325
H 0.54683 4.30244 -4.16026 0.099
H 2.08742 3.98779 -5.02681 0.202
H 0.84956 3.80111 -6.91369 0.271
C -4.56713 1.04853 0.00215 -0.240
O -3.62433 1.33540 1.03071 -0.643
H -4.26856 0.35259 -0.78184 0.081
H -5.34793 0.47442 0.50102 -0.103
H -5.17717 1.84117 -0.43103 0.356
H -3.97259 1.80720 1.79079 0.267

No. 2
7
Properties=species:S:1:pos:R:3:nbo_charge:R:1 method="wB97M-V/def2-TZVPD" relative_energy_kcal_mol=110.3 smiles="O=[N+]1CN1" lumo_ha=-0.24834 charge=+1 gap_ev=11.385 molar_mass_da=59.05 homo_energy_ev=-18.142
C -0.48459 0.57719 -0.12284 -0.021
N -0.03598 -0.95131 0.00657 -0.294
N 0.75328 0.02890 -0.03514 0.406
O 1.89821 0.27982 0.10004 -0.129
H -1.00059 0.76931 -1.08961 0.276
H -0.89068 1.15851 0.68351 0.265
H -0.23965 -1.86241 0.45747 0.497

No. 3
7
Properties=species:S:1:pos:R:3:nbo_charge:R:1 method="wB97M-V/def2-TZVPD" relative_energy_kcal_mol=88.8 lumo_ha="-0.24609 / -0.38927" charge=+1 multiplicity=3 gap_ev="6.930 / 5.961" molar_mass_da=81.06 homo_energy_ev="-13.627 / -16.554"
C 1.41093 3.05954 2.10078 0.707
C 0.42111 0.76646 0.32430 0.384
N 2.29359 3.36357 1.39307 -0.324
N 3.07534 3.53275 0.44028 0.148
N 3.91711 3.83071 -0.21746 0.237
N -0.13145 -0.20582 0.06015 -0.615
H -0.87154 -0.78910 -0.16111 0.465